# 1
C3H5N4O2 | ωB97M-V with the def2-TZVPD basis set

Structure (XYZ):
```
14
Properties=species:S:1:pos:R:3:forces:R:3:mulliken_charge:R:1
O 2.15773 -0.44612 1.52102 1.560 -0.196 -0.503 -0.651
O 4.06715 -0.69833 0.45792 -1.740 -0.109 0.039 -0.666
N 2.82479 -0.64834 0.46832 -0.581 0.624 0.648 1.086
N 0.12062 -0.30591 0.14341 -1.123 -0.494 -1.204 0.096
N -1.78502 1.20535 -1.88108 -0.467 -0.366 -0.326 -0.463
N 2.14865 -0.84717 -0.74686 2.419 -0.215 -0.790 -0.539
C 0.85244 -0.73425 -0.87976 -0.285 -0.848 -0.313 -0.486
C -1.25029 -0.29878 0.14392 -1.538 0.880 -0.753 -0.645
C -1.96835 1.03361 -0.55901 -1.401 -1.276 1.046 -0.269
H -1.59101 -0.28345 1.17573 -0.437 -0.124 0.040 0.343
H -1.37954 1.78311 -0.10369 0.602 1.520 1.030 0.272
H 0.47137 0.30515 0.77983 1.802 1.588 2.529 0.241
H -3.06907 1.04986 -0.08736 1.780 0.016 -1.150 0.262
H -1.59947 -1.11475 -0.43238 -0.591 -1.000 -0.292 0.418
```
Positions in Å, forces in eV/Å.

Summary:
Relative energy (zero: lowest compared OMol25 entry of this formula, charge and spin) ... 757.9 kJ/mol
Net charge ... -1
DFT total energy ... -486.54503 Ha
M ... 129.1 g mol⁻¹
Orbital gap (alpha / beta) ... 5.770 / 6.590 eV
HOMO (alpha / beta) ... -3.267 / -3.381 eV

# 2
C36H67BO15PS6 | ωB97M-V with the def2-TZVPD basis set

Structure (XYZ):
```
126
Properties=species:S:1:pos:R:3:forces:R:3:mulliken_charge:R:1
S -1.44278 -4.88822 -9.70506 -0.048 0.184 0.092 1.174
S -4.45203 9.01173 0.40888 0.138 -0.107 -0.061 1.143
S -7.04366 1.76827 8.02794 -0.138 -0.125 0.060 1.134
S -3.23211 2.68597 2.71325 -0.097 -0.175 0.032 1.120
S 9.31235 -3.37604 1.66959 -0.011 0.180 -0.049 1.060
S -0.62601 -2.44696 -2.05294 -0.549 -0.065 0.091 -0.364
P 0.44938 -0.91129 -4.52785 0.982 0.139 0.101 1.018
O 0.33997 -2.38392 -5.23108 -0.364 -0.082 -0.273 -0.448
O 8.29671 -3.56035 0.66893 0.087 -0.181 -0.004 -0.514
O 1.08411 -4.38913 2.29896 -0.489 -0.675 0.445 -0.605
O -2.39765 1.60723 2.25913 -0.032 0.087 0.217 -0.681
O -6.57836 3.13036 7.96513 0.093 -0.009 -0.063 -0.646
O 2.84734 -3.93278 1.02417 0.245 0.132 -0.003 -0.231
O -6.21224 0.68117 7.58021 0.128 0.109 -0.072 -0.664
O -3.91059 10.12706 -0.32676 -0.099 0.093 0.064 -0.670
O -2.76545 4.05084 2.65635 0.056 -0.016 0.007 -0.623
O -1.02420 -0.26427 -4.78409 -0.220 -0.133 -0.036 -0.648
O -2.79820 -5.33809 -9.91536 0.035 -0.128 -0.036 -0.691
O -5.55802 9.20133 1.31615 -0.028 0.085 -0.009 -0.666
O 9.56833 -4.38483 2.66599 -0.024 -0.062 -0.024 -0.695
O 1.48532 -0.14440 -5.25388 -0.218 0.078 -0.180 -0.850
O -0.34109 -5.81039 -9.83156 -0.050 -0.105 -0.047 -0.668
C -3.83579 2.35275 4.36528 -0.166 0.013 0.171 -0.870
C -5.84571 2.21916 2.98554 0.043 0.000 0.036 -0.762
C -5.30450 2.75643 4.31823 -0.044 0.035 -0.128 0.052
C -7.63407 1.43827 9.68539 -0.180 0.010 0.168 -0.711
C 10.45861 -1.20979 2.60760 0.039 -0.064 -0.041 -0.697
C 11.13588 -1.46941 1.25447 -0.048 -0.010 0.023 -0.607
C -3.14119 8.14846 1.26777 0.081 -0.198 0.075 -0.813
C -0.96718 -2.26402 -9.78668 -0.022 -0.062 0.037 -0.804
C -3.45194 6.67144 1.04890 -0.049 0.084 -0.140 -0.337
C -3.86092 6.54598 -0.42526 0.003 0.062 0.059 -0.693
C 10.87054 -2.93374 0.88236 0.202 0.197 -0.069 -0.674
C -0.45559 -2.80870 -8.44658 0.000 0.065 -0.129 -0.155
C 5.12975 -3.14076 -2.91219 0.212 -0.313 -0.006 -0.841
C 2.30067 -1.75893 -2.44458 -0.883 -0.295 -0.436 -0.089
C 5.37750 -3.79107 -1.54381 0.406 0.284 0.102 -0.730
C 3.92973 -3.30776 1.72252 0.183 -0.074 0.273 -0.847
C -9.10423 1.84293 9.64749 0.000 0.024 -0.093 -0.578
C 0.46767 2.63059 -0.34238 0.077 -0.271 -0.262 -0.445
C 0.60600 0.19789 -1.81383 -0.074 0.162 -0.136 0.724
C -0.51638 0.53524 -1.04145 0.229 0.411 0.028 -0.902
C 2.54513 -3.24061 -2.78495 0.564 0.157 0.697 -0.352
C -8.65084 1.67184 7.22209 -0.289 -0.069 0.023 -0.608
C -9.65567 1.30179 8.32071 0.045 0.003 0.033 -0.708
C 1.12103 -2.23860 1.27930 0.324 0.158 -0.393 -0.637
C 5.31973 -2.80741 -0.37291 -0.401 -0.125 0.069 -0.111
C -4.83425 2.59389 1.89564 -0.285 -0.053 -0.004 -0.540
C 3.81080 -3.47009 -3.60211 -0.286 0.287 -0.263 -1.336
C 1.58821 2.34055 -1.12471 -0.437 -0.435 0.110 -0.833
C -1.11419 -3.45446 -10.74358 0.017 0.302 -0.041 -0.661
C 1.64235 -3.60763 1.59968 0.150 0.423 -0.313 0.632
C 9.05982 -1.80628 2.49528 0.088 0.199 0.100 -0.653
C -0.59387 1.72715 -0.31303 0.321 -0.059 -0.259 -0.103
C -4.85826 7.67358 -0.72415 0.066 -0.267 -0.128 -0.661
C 1.64844 1.14345 -1.84414 -0.180 0.366 0.267 -0.390
C 5.24020 -3.49494 0.99928 -0.226 0.322 -0.265 -0.384
C -1.31358 -4.03041 -8.14034 0.089 0.157 0.134 -0.761
B 0.77055 -1.19928 -2.64229 0.224 0.195 0.595 0.412
H 10.76781 -3.08261 -0.18925 -0.061 -0.092 0.011 0.351
H -8.59779 0.92408 6.43502 0.104 0.036 -0.036 0.389
H -7.03622 2.00633 10.39382 0.088 0.011 -0.076 0.397
H -4.29758 5.57195 -0.64139 0.015 -0.008 -0.021 0.296
H -1.35652 -0.14551 -0.98648 0.009 -0.095 0.017 0.244
H -4.27858 6.36719 1.69423 0.028 -0.006 0.042 0.176
H 1.62780 -1.82711 0.41007 -0.022 0.037 -0.028 -0.021
H -6.83176 2.62273 2.75775 -0.002 -0.002 -0.012 0.389
H 2.53329 0.96329 -2.44097 -0.027 -0.125 -0.073 0.343
H 3.72918 -2.24337 1.88548 -0.095 0.085 -0.203 0.398
H 6.21685 -2.19054 -0.41944 0.030 0.112 0.004 0.557
H -3.72083 1.28436 4.54489 0.032 -0.010 -0.029 0.367
H -2.59989 6.04172 1.28660 -0.019 -0.030 0.045 0.360
H -0.19510 -3.65455 -11.29072 0.014 -0.093 0.046 0.350
H -1.65813 -0.64186 -4.15992 -0.008 0.076 0.053 0.355
H -9.64695 1.44588 10.50382 -0.004 0.002 0.005 0.350
H 4.00961 -3.76822 2.71341 -0.094 -0.046 0.052 0.436
H 5.42223 -4.56410 0.89719 0.235 -0.047 0.095 0.373
H -0.29488 -1.51242 -10.19732 -0.001 0.007 -0.002 0.379
H 8.57565 -1.98361 3.45257 -0.043 -0.101 -0.036 0.490
H -4.77955 8.04809 -1.74141 -0.045 0.096 0.025 0.372
H 2.41514 3.03909 -1.15120 0.058 0.005 -0.072 0.369
H 4.72242 -4.64131 -1.35047 -0.161 -0.001 -0.121 0.496
H 2.54332 -1.57062 -1.39854 0.306 0.112 -0.038 -0.607
H -9.75183 0.21629 8.38214 0.021 -0.005 0.003 0.306
H 8.41693 -1.20177 1.85552 -0.022 -0.039 -0.022 0.324
H -1.94097 -3.33732 -11.43969 -0.008 -0.119 -0.020 0.377
H 0.06123 -2.28523 1.05489 -0.122 0.012 0.156 0.340
H 11.01350 -1.71188 3.40310 -0.020 0.000 0.019 0.307
H -1.93936 -1.78900 -9.63941 -0.007 -0.009 0.009 0.314
H -8.85855 2.65024 6.79329 0.089 0.034 0.023 0.382
H -5.39418 3.84482 4.34304 0.023 0.003 0.034 0.334
H 0.43810 3.54846 0.23194 -0.089 0.017 0.043 0.418
H 11.63448 -3.60027 1.27748 -0.062 -0.049 0.053 0.346
H -3.24549 2.91771 5.08230 0.083 0.010 -0.071 0.448
H -2.32253 -3.74531 -7.84266 -0.025 -0.037 -0.026 0.378
H -2.97875 6.65441 -1.05821 0.006 0.003 0.002 0.341
H -1.46759 1.92712 0.29441 0.160 -0.008 -0.118 0.188
H -2.20071 8.43309 0.79693 -0.016 0.038 -0.025 0.388
H 3.84166 -4.50096 -3.96623 0.018 -0.087 0.069 0.412
H 5.26687 -2.06125 -2.82192 -0.125 0.091 0.015 0.351
H 2.92443 -1.13010 -3.08290 0.208 0.086 0.129 0.325
H -5.88441 7.37553 -0.51810 -0.014 0.076 0.068 0.354
H 2.67474 -3.76514 -1.83128 -0.219 -0.222 -0.035 0.296
H -0.87859 -4.69820 -7.40054 -0.014 -0.082 -0.061 0.420
H 1.30776 -1.57021 2.11795 -0.166 0.011 0.138 0.422
H 6.40328 -4.16730 -1.53850 -0.037 -0.316 0.039 0.303
H -0.52079 -2.07055 -7.65103 0.064 -0.024 0.036 0.043
H -0.40403 -2.86663 -4.84592 0.138 -0.099 0.203 0.310
H 12.20474 -1.26402 1.29160 0.005 0.001 -0.008 0.314
H -9.19030 2.93124 9.66916 0.018 0.004 0.022 0.287
H 0.01627 -3.59479 -1.81666 0.222 0.033 -0.148 0.076
H 1.69205 -3.69289 -3.28471 -0.022 0.017 -0.180 0.437
H 10.41918 -0.14754 2.84395 0.003 0.005 0.002 0.342
H -5.84977 2.35603 5.16985 0.024 -0.006 0.049 -0.222
H 5.91521 -3.48535 -3.58890 0.092 0.126 -0.080 0.449
H -7.51687 0.37028 9.86612 0.035 -0.009 -0.033 0.336
H -3.14284 8.44868 2.31280 -0.058 0.101 -0.024 0.421
H -5.04016 3.57434 1.46919 0.085 0.034 0.029 0.211
H 0.59116 -3.10310 -8.53850 0.009 -0.007 0.056 0.302
H 4.46568 -2.13380 -0.48068 -0.050 -0.003 -0.090 -0.090
H 5.99475 -3.05713 1.65045 0.146 -0.250 0.145 -0.126
H 3.74300 -2.82668 -4.48493 -0.010 -0.118 -0.161 0.355
H -10.64202 1.70560 8.09832 -0.005 -0.003 -0.007 0.324
H 10.70157 -0.81250 0.49874 -0.023 -0.007 0.002 0.311
H -4.77170 1.85234 1.10329 0.107 0.034 -0.032 0.417
H -5.94026 1.13304 3.04186 0.026 -0.006 0.007 0.305
```
Positions in Å, forces in eV/Å.

Summary:
Relative energy (zero: lowest compared OMol25 entry of this formula, charge and spin) ... 0.0 kJ/mol
Net charge ... -1
DFT total energy ... -5296.03667 Ha
M ... 974.1 g mol⁻¹
Orbital gap ... 6.509 eV
HOMO ... -5.149 eV